No. 1
The ion C5H4BrN2O2 with charge -1. Source: OMol25; level of theory: ωB97M-V with the def2-TZVPD basis set.

```
14
Properties=species:S:1:pos:R:3:forces:R:3:mulliken_charge:R:1
C -0.64238 0.74193 0.47402 -0.642 0.464 0.998 -0.355
C 0.30343 1.44882 -0.18568 -0.429 -0.177 -0.413 0.096
C 1.21201 0.85072 -0.96640 0.542 1.562 -0.427 -0.022
C 2.28747 0.16200 -1.44681 0.571 -1.661 -0.854 0.612
C -1.58563 -1.48865 0.70183 4.485 -1.476 -5.098 -1.103
N 0.44747 -1.06988 1.62227 3.916 -0.623 1.967 -0.870
N -0.40598 -0.61103 0.97478 -3.229 0.125 -0.758 0.615
O 2.82893 -0.87516 -1.75736 -0.227 0.787 0.326 -0.649
O 2.56038 1.46496 -1.55548 0.205 0.023 0.353 -0.464
Br 0.15477 3.45455 -0.32855 0.006 -0.939 0.065 -0.286
H -1.64037 1.09297 0.69802 0.082 0.088 -0.129 0.315
H -2.37685 -1.24597 1.16796 -5.853 2.608 3.389 0.467
H -1.73687 -1.42593 -0.39385 -0.288 -0.229 0.492 0.324
H -1.40639 -2.49933 0.99523 0.861 -0.554 0.089 0.322
```
Positions in Å, forces in eV/Å.

Calculated values
- HOMO level (eV) = -3.1198
- energy (hartree) = -3026.769006
- charge = -1


No. 2
An isolated molecule of C5H4ClN. Source: OMol25; level of theory: ωB97M-V with the def2-TZVPD basis set.

```
11
Properties=species:S:1:pos:R:3:forces:R:3:mulliken_charge:R:1
C -0.17567 -0.81993 -0.45576 -0.163 0.313 -0.046 0.211
C -1.24709 -0.83360 -1.28965 2.825 2.814 1.523 -0.770
C 0.31915 0.41471 0.38099 -0.479 -6.237 -2.322 0.660
C 1.15911 0.30844 1.36845 2.220 -2.621 0.806 -0.774
C -0.26297 1.61242 0.11362 -4.521 8.891 1.024 0.070
H -1.30637 -1.72326 -1.77651 -1.012 -2.279 -1.608 0.359
H -1.67670 0.11201 -1.69922 -0.017 -0.995 0.890 0.286
H 1.76724 -0.58549 1.75897 -1.478 1.350 -0.968 0.259
H 1.40111 1.24346 1.68655 1.025 2.277 1.880 0.370
N -0.79977 2.69414 0.26587 2.904 -5.817 -1.459 -0.438
Cl 0.82195 -2.42292 -0.35330 -1.303 2.304 0.279 -0.233
```
Positions in Å, forces in eV/Å.

Calculated values
- HOMO level (eV) = -10.0253
- energy (hartree) = -707.764973
- structure (SMILES) = C=C(Cl)C(=C)C#N


No. 3
The ion C5H4ClN2O with charge -1. Source: OMol25; level of theory: ωB97M-V with the def2-TZVPD basis set.

```
13
Properties=species:S:1:pos:R:3:forces:R:3:mulliken_charge:R:1
C -0.69119 1.10295 -0.11470 -2.375 0.858 -1.558 -0.530
C -1.58764 0.05684 -0.17537 1.332 0.177 0.427 -0.194
C 0.21500 -1.43223 0.08832 -1.524 -0.464 -0.298 -0.460
C 1.08022 -0.36001 0.06340 0.339 -1.269 -0.236 0.333
C 0.71568 1.02978 0.06922 0.537 -1.884 0.943 0.490
N 1.49215 2.00851 0.30497 1.475 3.008 0.184 -0.936
N -1.17261 -1.23836 0.11520 2.344 3.682 -1.296 0.480
O -2.02297 -2.14451 0.20745 -2.099 -3.296 0.315 -0.865
Cl 2.79864 -0.78679 -0.03779 -0.270 0.172 0.101 -0.289
H -1.23796 1.99942 -0.48513 1.187 -0.049 0.681 0.183
H -2.62158 0.34455 -0.49603 0.913 -1.282 0.725 0.293
H 0.51466 -2.50736 -0.02787 -0.302 1.316 0.501 0.317
H 2.51761 1.92721 0.48833 -1.558 -0.970 -0.490 0.178
```
Positions in Å, forces in eV/Å.

Calculated values
- HOMO level (alpha / beta) (eV) = -2.3675 / -2.3682
- energy (hartree) = -837.823765
- charge = -1
- structure (SMILES) = [H]/N=c1/ccn([O-])cc1Cl


No. 4
An isolated molecule of C5H4ClNO. Source: OMol25; level of theory: ωB97M-V with the def2-TZVPD basis set.

```
12
Properties=species:S:1:pos:R:3:forces:R:3:mulliken_charge:R:1
C 0.29160 1.51757 0.32343 0.072 -0.738 -1.390 0.879
C 0.91459 1.47487 -0.94864 -0.385 0.195 0.948 -0.361
C 0.82849 0.28859 -1.65326 -0.200 -0.355 0.446 -0.440
C -0.22556 -0.78205 0.04046 -0.316 -0.210 -0.363 0.169
C -0.32581 0.36750 0.77768 -0.254 0.837 1.832 -0.358
H 0.80081 3.34076 0.62686 -1.627 -1.642 1.195 0.319
H 1.40025 2.38721 -1.29362 -0.071 -0.349 -0.360 0.279
H 1.17692 0.21622 -2.67328 0.202 0.008 -0.019 0.386
H -0.81852 0.43444 1.75540 0.150 -0.350 -0.480 0.360
N 0.28661 -0.84619 -1.14994 0.895 0.851 -1.401 -0.539
O 0.19602 2.63381 1.06256 1.808 1.984 -0.982 -0.513
Cl -0.88434 -2.27792 0.58210 -0.273 -0.228 0.573 -0.180
```
Positions in Å, forces in eV/Å.

Calculated values
- HOMO level (eV) = -9.6891
- energy (hartree) = -783.116765
- structure (SMILES) = Oc1ccnc(Cl)c1